#A
{
  "formula": "C7H9N",
  "method": "ωB97M-V with the def2-TZVPD basis set",
  "e_homo_ev": -8.084,
  "lumo_energy_ev": 1.2,
  "smiles": "C1=CC2C=CCN2C1",
  "charge": 0,
  "species": ["C", "C", "C", "C", "C", "C", "N", "C", "H", "H", "H", "H", "H", "H", "H", "H", "H"],
  "coordinates": [[-1.2366, -1.5866, -0.1717], [-0.0017, -1.7239, -0.6211], [0.8729, -0.5876, 0.0127], [1.5570, 0.4445, -0.9123], [1.0805, 1.6640, -0.6398], [0.1234, 1.6059, 0.5556], [-0.0705, 0.1311, 0.8377], [-1.3346, -0.5118, 0.8747], [-2.1522, -2.1394, -0.4766], [0.4052, -2.4342, -1.3557], [1.6957, -1.0561, 0.5915], [2.0575, 0.2349, -1.8653], [0.9945, 2.6014, -1.2488], [-0.9170, 2.0433, 0.3775], [0.5673, 2.0269, 1.4765], [-2.1618, 0.2000, 0.6824], [-1.4795, -0.9125, 1.8827]]
}

=====

#B
{
  "formula": "C7H9N",
  "method": "ωB97M-V with the def2-TZVPD basis set",
  "e_homo_ev": -9.712,
  "lumo_energy_ev": 1.0,
  "smiles": "c1ccncc1.C=C",
  "charge": 0,
  "species": ["C", "C", "C", "N", "C", "C", "H", "H", "H", "H", "H", "C", "C", "H", "H", "H", "H"],
  "coordinates": [[-1.3666, 0.0512, -1.1399], [-1.0730, 1.2041, -0.4401], [-0.7880, 1.2013, 0.8876], [-0.7346, 0.0542, 1.6257], [-0.9412, -1.0920, 0.9619], [-1.2304, -1.1364, -0.4186], [-1.8027, 0.1437, -2.1824], [-1.1801, 2.1543, -0.9416], [-0.5791, 2.0743, 1.4983], [-0.9562, -2.0513, 1.5062], [-1.4007, -2.0616, -0.9176], [1.8897, -0.7547, -0.1069], [2.0959, 0.5677, -0.0520], [1.7325, -1.3420, 0.8116], [1.9958, -1.2740, -1.0413], [2.0158, 1.1219, 0.8958], [2.3230, 1.1392, -0.9467]]
}

=====

#C
{
  "formula": "C7H9N",
  "method": "ωB97M-V with the def2-TZVPD basis set",
  "e_homo_ev": -7.530,
  "lumo_energy_ev": 0.7,
  "smiles": "C=c1[nH]cc(C)c1=C",
  "charge": 0,
  "species": ["C", "C", "N", "C", "C", "C", "C", "C", "H", "H", "H", "H", "H", "H", "H", "H", "H"],
  "coordinates": [[0.7537, 1.9435, -1.5040], [0.0767, 0.9050, -1.0115], [-1.2691, 0.6052, -1.2368], [-1.6239, -0.3233, -0.2710], [-0.5860, -0.5394, 0.5831], [-0.6297, -1.1305, 1.9429], [0.6137, -0.2171, -0.1732], [1.8793, -0.5421, 0.1114], [1.7846, 2.1325, -1.2276], [0.2756, 2.6421, -2.1817], [-1.5109, 0.3670, -2.1957], [-2.6633, -0.5992, -0.1593], [-1.6238, -1.0140, 2.3877], [-0.3803, -2.1940, 1.9277], [0.0851, -0.6186, 2.5970], [2.1136, -1.2667, 0.8849], [2.7046, -0.1506, -0.4738]]
}

=====

Structures ranked by computed energy, the most stable listed first: #B, #C, #A.

=====

#A
{
  "formula": "C2H9N2S2",
  "method": "ωB97M-V with the def2-TZVPD basis set",
  "e_homo_ev": -12.620,
  "lumo_energy_ev": -4.3,
  "charge": 1,
  "species": ["C", "S", "S", "H", "H", "H", "H", "N", "C", "N", "H", "H", "H", "H", "H"],
  "coordinates": [[3.1696, -0.7355, -1.7180], [2.2373, -0.9555, -0.1731], [1.1046, 0.7936, -0.1589], [3.9799, -0.0025, -1.7686], [2.4517, -0.3981, -2.5355], [3.4384, -1.8115, -1.9355], [2.0229, 1.6040, 0.4786], [-2.9430, 1.1855, 0.6852], [-2.4148, 0.0982, 1.3364], [-1.4592, -0.6883, 0.8789], [-2.9667, 1.3934, -0.3410], [-3.5833, 1.8936, 1.0611], [-3.0710, -0.4110, 2.1834], [-1.5338, -1.5849, 1.4516], [-0.4327, -0.3810, 0.5553]]
}

=====

#B
{
  "formula": "C2H9N2S2",
  "method": "ωB97M-V with the def2-TZVPD basis set",
  "e_homo_ev": -10.773,
  "lumo_energy_ev": -4.4,
  "charge": 1,
  "species": ["C", "C", "N", "N", "S", "S", "H", "H", "H", "H", "H", "H", "H", "H", "H"],
  "coordinates": [[-1.6973, 1.4007, -1.1007], [0.5650, -0.7862, 1.3997], [-0.8969, 0.7296, -1.8989], [1.7287, -1.3551, 2.2052], [-2.7945, 2.6221, -1.5451], [1.1690, -0.9289, -0.3639], [-1.7270, 1.2809, -0.0157], [0.6122, 0.4619, 1.4790], [-0.2920, 0.0212, -1.3601], [-0.8806, 1.1355, -2.8066], [1.6774, -2.4227, 2.1566], [1.6641, -1.0499, 3.1987], [2.6630, -1.1158, 1.9216], [-2.9257, 2.2743, -2.8242], [1.1348, -2.2677, -0.4456]]
}

=====

#C
{
  "formula": "C2H9N2S2",
  "method": "ωB97M-V with the def2-TZVPD basis set",
  "e_homo_ev": -12.108,
  "lumo_energy_ev": -3.6,
  "charge": 1,
  "species": ["C", "S", "S", "H", "H", "H", "H", "N", "C", "N", "H", "H", "H", "H", "H"],
  "coordinates": [[3.1837, 0.7602, -0.1840], [1.5141, 1.2018, 0.2983], [0.8275, -0.7025, 0.7273], [3.7377, 0.3103, 0.6460], [3.1562, 0.0272, -0.9840], [3.6319, 1.6654, -0.5865], [0.4152, -0.5410, 1.9804], [-1.9361, 0.0451, -1.0179], [-3.0963, -0.5582, -0.9457], [-3.2827, -1.7305, -0.3955], [-1.1108, -0.4030, -0.6066], [-1.9042, 0.8698, -1.5961], [-3.9513, 0.0017, -1.3120], [-4.2099, -2.1106, -0.2743], [-2.5406, -2.4071, -0.2674]]
}

=====

#D
{
  "formula": "C2H9N2S2",
  "method": "ωB97M-V with the def2-TZVPD basis set",
  "e_homo_ev": -12.958,
  "lumo_energy_ev": -4.4,
  "charge": 1,
  "species": ["C", "S", "S", "H", "H", "H", "H", "N", "C", "N", "H", "H", "H", "H", "H"],
  "coordinates": [[2.0936, -1.3072, -1.0060], [2.4488, -0.1546, 0.3519], [0.8893, 1.4321, -0.2580], [2.3141, -0.7764, -1.9737], [1.0667, -1.6962, -0.9163], [2.8352, -2.1879, -0.9759], [1.7622, 1.8387, -1.1707], [-2.0498, 0.9639, -0.2478], [-2.0657, 0.0594, 0.8133], [-1.0978, -0.0514, 1.7805], [-1.1283, 1.5562, -0.3476], [-2.6052, 0.9324, -1.0511], [-2.8218, -0.7376, 0.6675], [-1.2929, -0.6281, 2.6106], [-0.3485, 0.7569, 1.7233]]
}

=====

Structures ranked by computed energy, the most stable listed first: #C, #A, #D, #B.

=====

#A
{
  "formula": "C2H9N2S2",
  "method": "ωB97M-V with the def2-TZVPD basis set",
  "e_homo_ev": -12.052,
  "lumo_energy_ev": -4.0,
  "charge": 1,
  "species": ["C", "S", "S", "H", "H", "H", "H", "N", "C", "N", "H", "H", "H", "H", "H"],
  "coordinates": [[1.7013, 1.3517, 1.9968], [0.1592, 0.5059, 1.5788], [-0.8460, 1.6085, 0.1412], [2.4492, 1.2957, 1.2161], [2.0163, 0.8939, 2.9288], [1.4926, 2.3940, 2.1913], [-0.4478, 2.8487, 0.4698], [-0.0503, -0.7891, -1.9997], [-0.7521, -1.7345, -1.3941], [-1.5899, -1.6006, -0.4065], [0.5563, -0.1175, -1.5614], [0.1772, -1.0783, -2.9396], [-0.8485, -2.6654, -1.9255], [-2.3408, -2.2572, -0.2562], [-1.6766, -0.6558, -0.0397]]
}

=====

#B
{
  "formula": "C2H9N2S2",
  "method": "ωB97M-V with the def2-TZVPD basis set",
  "e_homo_ev": -12.203,
  "lumo_energy_ev": -3.9,
  "charge": 1,
  "species": ["C", "C", "N", "N", "S", "S", "H", "H", "H", "H", "H", "H", "H", "H", "H"],
  "coordinates": [[-1.1462, 0.1684, -0.2388], [-0.1951, 1.3531, -0.4045], [-0.1053, -1.3912, -0.3609], [0.7983, 1.3761, 0.7736], [0.5729, -1.6590, 1.2472], [-0.9623, -2.7421, -0.8368], [-1.7236, -0.0113, 0.5757], [-1.6201, -0.1067, -1.1814], [-0.7427, 2.3049, -0.3392], [0.3966, 1.3501, -1.3103], [1.3895, 2.3596, 0.8101], [1.6501, 0.6899, 0.6996], [0.5043, 1.0806, 1.7953], [1.6891, -2.2742, 0.7756], [-0.5053, -2.4982, -2.0052]]
}

=====

Structures ranked by computed energy, the most stable listed first: #A, #B.

=====

#A
{
  "formula": "C5H5FN2",
  "method": "ωB97M-V with the def2-TZVPD basis set",
  "e_homo_ev": -8.485,
  "lumo_energy_ev": 0.3,
  "smiles": "[H]/N=C1\\NC(=C)C=C1F",
  "charge": 0,
  "species": ["H", "N", "C", "N", "C", "C", "C", "C", "F", "H", "H", "H", "H"],
  "coordinates": [[-1.3421, -2.7607, 0.5474], [-1.0483, -2.4088, -0.3749], [-0.5610, -1.2568, -0.2752], [-0.2938, -0.4268, 0.7987], [0.3696, 0.7444, 0.3684], [0.8072, 1.7082, 1.2127], [0.4004, 0.7024, -1.0799], [-0.1926, -0.4150, -1.4625], [-0.3632, -0.7730, -2.7062], [-0.4019, -0.7843, 1.7675], [1.3566, 2.5003, 0.6679], [0.5744, 1.6767, 2.2763], [0.6947, 1.4932, -1.7401]]
}

=====

#B
{
  "formula": "C5H5FN2",
  "method": "ωB97M-V with the def2-TZVPD basis set",
  "e_homo_ev": -9.089,
  "lumo_energy_ev": 0.7,
  "smiles": "F/C=C/n1ccnc1",
  "charge": 0,
  "species": ["F", "C", "C", "N", "C", "C", "N", "C", "H", "H", "H", "H", "H"],
  "coordinates": [[-1.9200, 2.0444, 1.9721], [-0.9085, 1.4794, 1.2067], [-1.2863, 0.5194, 0.3667], [-0.2380, -0.1927, -0.2063], [1.0633, 0.1483, -0.2743], [1.7580, -0.7309, -0.9729], [0.9008, -1.6868, -1.3960], [-0.3129, -1.4055, -0.9110], [0.0583, 1.6889, 1.6022], [-2.2228, -0.0267, 0.1473], [1.4018, 0.9800, 0.3986], [2.8975, -0.7702, -1.0921], [-1.1911, -2.0475, -0.8411]]
}

=====

Structures ranked by computed energy, the most stable listed first: #A, #B.

=====

#A
{
  "formula": "C7H9NS",
  "method": "ωB97M-V with the def2-TZVPD basis set",
  "e_homo_ev": -8.218,
  "lumo_energy_ev": 0.0,
  "smiles": "Cn1cccc1.C=C=S",
  "charge": 0,
  "species": ["C", "N", "C", "C", "C", "C", "H", "H", "H", "H", "H", "H", "H", "C", "C", "S", "H", "H"],
  "coordinates": [[-0.6148, 0.3436, 2.6419], [-0.8405, 0.6843, 1.2434], [-1.4438, -0.1594, 0.2927], [-1.0993, 0.2595, -0.9467], [-0.2246, 1.4238, -0.7658], [0.0060, 1.5914, 0.5684], [0.1741, -0.4105, 2.8298], [-0.5211, 1.2078, 3.1966], [-1.4879, -0.3627, 2.9699], [-2.0277, -1.0174, 0.6835], [-1.4381, -0.0609, -1.8950], [0.2255, 1.8510, -1.5563], [0.5156, 2.2233, 1.2804], [3.3667, 1.3223, -2.2458], [3.2206, 0.6126, -1.1938], [2.9961, -0.2490, 0.0926], [3.2675, 1.1425, -3.2599], [3.8853, 2.2548, -2.2129]]
}

=====

#B
{
  "formula": "C7H9NS",
  "method": "ωB97M-V with the def2-TZVPD basis set",
  "e_homo_ev": [-7.569, -7.569],
  "lumo_energy_ev": [-0.2, -0.2],
  "charge": 0,
  "species": ["C", "C", "C", "C", "C", "C", "C", "N", "S", "H", "H", "H", "H", "H", "H", "H", "H", "H"],
  "coordinates": [[-0.7601, 1.4270, -0.3788], [-1.6319, 2.2071, -0.5224], [0.2761, 0.4270, -0.3778], [0.6804, -0.0808, 0.8327], [-2.3660, 1.0328, 2.4703], [0.6274, 0.0710, -1.8361], [1.6655, -1.3138, 0.7992], [0.2047, 0.3569, 1.9628], [-0.8029, 0.9615, 2.9452], [-2.2261, 3.0184, -0.7361], [-3.1612, 1.5007, 3.0930], [-2.5101, 0.8769, 1.3574], [1.7257, 0.3116, -2.2218], [-0.0012, 0.6471, -2.5259], [0.4115, -0.9966, -2.0797], [2.5097, -1.2692, 1.5199], [2.1633, -1.2319, -0.2015], [1.0750, -2.2319, 0.9003]]
}

=====

Structures ranked by computed energy, the most stable listed first: #A, #B.